62
Properties=species:S:1:pos:R:3:forces:R:3:lowdin_charge:R:1 method="wB97M-V/def2-TZVPD" gap_ev="6.80 / 6.30" s_squared=8.767 total_charge=-2 multiplicity=6 e_tot_ev=-194239.32144 de_lowest_kcal_mol=19.7 homo_ev="-2.791 / -3.173"
Fe -0.2387 -0.6634 -0.4579 -0.02 0.06 0.02 0.59
C 0.5973 5.0478 1.7842 0.00 -0.01 0.00 -0.11
C -0.6609 4.3329 1.3093 -0.01 -0.01 0.01 -0.30
N -0.5290 3.8264 -0.0466 -0.05 -0.01 0.01 -0.01
C -0.0875 2.5823 -0.3537 0.04 -0.01 0.02 -0.75
S 0.5645 1.5886 0.9045 -0.04 -0.03 -0.04 0.68
N -0.1814 2.2654 -1.6293 -0.02 0.00 -0.02 0.01
N 0.1088 0.9775 -1.8950 0.05 0.03 -0.02 -0.04
C 0.3677 0.6606 -3.1144 -0.01 0.00 -0.01 -0.27
C 0.3294 1.6246 -4.2583 -0.01 -0.03 0.00 -0.03
C 0.8000 -0.7276 -3.3383 -0.01 0.00 0.02 -0.22
C 1.2186 -1.1811 -4.5870 0.01 -0.01 -0.01 -0.01
C 1.7068 -2.4703 -4.7042 0.00 0.00 0.00 -0.07
C 1.7759 -3.2750 -3.5799 0.00 -0.01 0.00 -0.05
C 1.3174 -2.7592 -2.3790 -0.01 0.00 0.01 -0.13
N 0.8372 -1.5276 -2.2656 0.04 -0.03 0.02 0.01
H 0.4628 5.4223 2.8020 0.00 -0.01 -0.01 0.07
H 1.4411 4.3568 1.7830 0.00 0.01 0.00 0.05
H 0.8386 5.8892 1.1308 0.00 0.00 0.00 0.06
H -0.9143 3.5161 1.9843 -0.02 -0.01 0.00 0.07
H -1.5131 5.0132 1.3107 0.00 0.01 -0.01 0.12
H -1.1955 4.1604 -0.7259 -0.02 0.01 -0.02 0.12
H -0.0059 2.5916 -3.8984 0.00 0.00 0.00 0.06
H 1.3177 1.7315 -4.7142 0.00 0.01 0.00 0.08
H -0.3604 1.2681 -5.0276 0.01 0.00 0.00 0.08
H 1.1601 -0.5307 -5.4476 0.00 0.00 0.00 0.10
H 2.0305 -2.8432 -5.6683 0.00 0.00 0.00 0.10
H 2.1495 -4.2881 -3.6266 0.00 0.00 0.00 0.10
H 1.3048 -3.3522 -1.4743 0.00 0.00 -0.01 0.12
Se 2.6128 -0.2167 0.0085 0.06 0.03 0.02 0.71
C 3.0912 -0.2311 1.8488 0.00 -0.01 0.02 -0.68
C 2.8544 -1.3380 2.6557 -0.01 0.02 -0.06 -0.12
C 3.2459 -1.3002 3.9871 0.04 -0.02 0.10 -0.15
N 3.8434 -0.2528 4.5561 0.02 0.07 -0.03 0.04
C 4.0488 0.8105 3.7775 -0.01 0.00 -0.01 -0.18
C 3.6977 0.8750 2.4405 0.01 0.00 0.01 -0.15
H 2.3602 -2.2173 2.2646 0.06 0.02 0.00 0.08
H 3.0500 -2.1577 4.6215 0.05 0.06 -0.05 0.07
H 4.5216 1.6655 4.2524 0.00 0.00 0.00 0.09
H 3.8794 1.7725 1.8644 0.00 0.00 -0.01 0.09
F -3.6348 -2.2586 0.3182 -0.02 0.03 0.03 0.15
C -3.5851 -2.9649 -0.7979 0.01 -0.01 -0.06 -0.67
F -4.6116 -2.6217 -1.5829 0.00 0.00 0.02 0.13
F -3.7297 -4.2663 -0.4837 -0.01 0.01 0.00 0.11
S -1.9869 -2.7162 -1.6715 0.00 -0.02 0.01 0.49
O -2.0637 -3.5963 -2.8081 0.01 0.03 -0.03 -0.29
O -0.9905 -3.0452 -0.6581 -0.07 -0.13 -0.01 -0.35
O -1.9461 -1.2835 -1.9658 0.10 0.02 0.13 -0.33
F -2.3346 0.6737 0.0137 -0.11 0.02 0.06 -0.22
P -3.7560 1.4964 0.1930 0.08 0.04 -0.04 0.16
F -3.0730 2.3686 1.3797 0.03 0.02 0.00 -0.17
F -5.1343 2.3312 0.3670 -0.03 0.00 0.02 -0.18
F -4.2490 0.4117 1.2680 0.01 -0.01 0.02 -0.15
F -4.3991 0.6397 -1.0041 -0.02 -0.06 -0.02 -0.15
F -3.2334 2.5973 -0.8846 0.06 0.04 -0.02 -0.18
N -0.3407 -1.3691 1.5215 -0.22 -0.10 -0.21 0.13
C -0.4710 -1.9489 2.5116 0.17 0.25 0.13 -0.15
C -0.4913 -2.6215 3.7345 0.08 -0.15 -0.05 -0.27
C 0.6402 -3.3960 4.0750 -0.15 -0.11 0.03 -0.27
N 1.5673 -4.0309 4.3533 -0.08 -0.05 -0.01 0.11
C -1.5815 -2.5466 4.6293 0.01 0.07 0.03 -0.26
N -2.4426 -2.4995 5.3983 0.00 -0.04 -0.03 0.10